*w*
# C19H18AlNOS

A structure of composition C19H18AlNOS (ωB97M-V with the def2-TZVPD basis set, OMol25).

As for the LUMO energy: -0.47 eV. For the orbital gap, the calculation gives 7.71 eV.

Last column: natural (NBO) charge in e.
Geometry (Å):
C 2.6249 -2.3909 1.8859  -0.55
C 3.3110 -2.1984 0.6003  -0.41
C 3.0904 -0.8585 0.1979  -0.25
H 4.1134 -2.8483 0.2493  0.26
C 2.2828 -0.2198 1.1619  -0.28
C 1.9622 -1.1322 2.1746  -0.25
H 1.4686 -0.9047 3.1155  0.23
H 2.9733 -3.1008 2.6430  0.27
H 3.6236 -0.3538 -0.6049  0.23
H 2.0414 0.8422 1.1723  0.23
C -0.8358 -2.4734 -1.7597  -0.29
C -0.5601 -3.8145 -1.3810  -0.33
C -0.8060 -3.9227 0.0238  -0.36
H -0.3614 -4.6590 -2.0405  0.24
C -0.8493 -2.5512 0.5561  -0.64
C -1.0454 -1.6974 -0.5993  -0.22
H -1.4314 -0.6732 -0.5552  0.25
H -0.9615 -2.1327 -2.7945  0.23
H -1.1395 -4.8157 0.5582  0.27
H -1.0515 -2.2951 1.6004  0.27
Al 1.1288 -3.1657 0.5226  1.90
O -0.3870 1.6127 0.1564  -0.49
C 0.3109 1.7435 -1.1768  -0.13
C 0.0147 2.8630 -0.2158  0.05
H 1.2727 1.2316 -1.1419  0.21
H -0.2879 1.6852 -2.0990  0.19
H 0.8885 3.2625 0.3014  0.18
H -0.4084 5.2405 0.9745  0.21
C -1.2546 4.9483 0.3490  -0.20
C -1.1220 3.7774 -0.4278  -0.05
C -2.2328 3.2943 -1.1446  -0.20
H -2.1872 2.3363 -1.6715  0.21
C -3.4274 4.0139 -1.1476  -0.20
H -4.2786 3.6037 -1.6913  0.21
C -3.5291 5.2253 -0.4514  -0.21
H -4.4619 5.7939 -0.4874  0.22
C -2.4439 5.6725 0.3163  -0.21
H -2.5303 6.5874 0.9004  0.22
S 3.0934 -6.8260 0.1380  -0.05
C 2.0785 -5.7879 0.7144  0.19
N 1.3139 -4.9123 1.0780  -0.92

---

*x*
# C19H18AlNOS

A structure of composition C19H18AlNOS (ωB97M-V with the def2-TZVPD basis set, OMol25).

As for the LUMO energy: -1.18 eV. For the orbital gap, the calculation gives 6.02 eV.

Last column: natural (NBO) charge in e.
Geometry (Å):
C -1.4891 3.0933 -2.1894  -0.53
C -0.7947 3.8479 -1.0963  -0.53
C 0.4401 3.1361 -0.8570  -0.22
H -1.0522 4.8240 -0.7287  0.27
C 0.4579 1.9894 -1.6500  -0.28
C -0.6884 1.9069 -2.4349  -0.22
H -0.9004 1.1459 -3.1814  0.24
H -2.2511 3.4907 -2.8470  0.28
H 1.2228 3.4240 -0.1565  0.24
H 1.3001 1.2827 -1.7217  0.24
C -2.2254 0.5272 2.2219  -0.31
C -3.3691 1.3164 1.9425  -0.41
C -3.8421 0.8740 0.6723  -0.17
H -3.7862 2.1014 2.5647  0.23
C -2.7579 0.2041 0.0057  -0.58
C -1.8719 -0.1800 1.0505  -0.28
H -1.1780 -1.0078 1.0150  0.23
H -1.7430 0.3809 3.1858  0.22
H -4.8810 0.8538 0.3483  0.24
H -2.7647 -0.2463 -0.9888  0.25
Al -2.2911 2.4633 -0.3272  1.89
O 1.2153 -1.1016 -0.2275  -0.49
C 1.8690 -0.2273 0.8272  -0.13
C 2.6126 -1.1065 -0.1580  0.04
H 1.7771 0.8599 0.6509  0.20
H 1.9369 -0.5727 1.8758  0.20
H 3.2010 -0.5946 -0.9324  0.18
H 4.2544 -2.6754 -1.5792  0.21
C 3.8742 -3.1855 -0.6891  -0.19
C 3.0422 -2.4714 0.1915  -0.07
C 2.3206 -3.1453 1.2082  -0.19
H 1.5026 -2.6132 1.7220  0.22
C 2.5245 -4.5206 1.3732  -0.21
H 1.9277 -5.0246 2.1275  0.22
C 3.4387 -5.1933 0.5687  -0.21
H 3.6137 -6.2471 0.7394  0.22
C 4.0832 -4.5398 -0.4736  -0.21
H 4.7326 -5.0733 -1.1464  0.21
S -4.7373 5.3918 -0.0891  -0.06
C -4.5417 3.8440 -0.1933  0.13
N -4.1820 2.7687 -0.6236  -0.85

---

Quick one: most stable of them? *w*

---

*w*
# C3H6N2OS

An isolated molecule of C3H6N2OS (ωB97M-V with the def2-TZVPD basis set, OMol25).

As for the LUMO energy: 0.39 eV. As for the structure (SMILES): C/C(=N\N)C(=O)S. For the orbital gap, the calculation gives 9.76 eV.

Last column: natural (NBO) charge in e.
Geometry (Å):
C 0.6558 -0.5974 -1.9890  -0.69
C 0.4067 -0.2214 -0.5159  0.09
C -0.9261 0.3904 -0.2378  0.41
H -0.1778 -0.3843 -2.6616  0.26
H 1.5411 -0.1627 -2.4250  0.23
H 0.8115 -1.7159 -2.0037  0.21
H 2.8082 -1.1772 1.1963  0.37
H 2.4758 -1.7599 -0.3453  0.35
H -2.0834 1.5375 1.4233  0.12
N 1.1466 -0.4440 0.5001  -0.19
N 2.3963 -0.9373 0.2900  -0.63
O -1.7166 0.6041 -1.0993  -0.53
S -1.0788 0.6918 1.5336  -0.02

---

*x*
# C3H6N2OS

An isolated molecule of C3H6N2OS (ωB97M-V with the def2-TZVPD basis set, OMol25).

As for the LUMO energy: 0.14 eV. As for the structure (SMILES): C=C/C(=N\O)NS. For the orbital gap, the calculation gives 8.76 eV.

Last column: natural (NBO) charge in e.
Geometry (Å):
C -0.4046 -0.0816 0.1852  0.34
C -0.6075 1.1155 -0.4649  -0.31
C -0.3454 2.3233 0.1946  -0.31
H 2.4515 0.9239 -0.4318  0.13
H 0.6676 -0.9698 1.5526  0.41
H -1.3637 0.9906 -1.1670  0.25
H 0.2470 2.5968 1.2827  0.23
H -0.7637 3.2304 -0.2709  0.20
H -2.9169 -1.6331 -0.3175  0.47
N 0.8398 -0.3503 0.8022  -0.78
N -1.3251 -1.0248 0.4862  -0.18
O -2.4984 -0.8342 -0.4082  -0.61
S 2.0755 -0.5614 -0.3682  0.17

---

Quick one: most stable of them? *w*